[1]
{"formula": "C27H34FeNO11", "method": "wB97M-V/def2-TZVPD", "elements": ["Fe", "C", "C", "C", "O", "C", "C", "C", "O", "O", "O", "H", "H", "C", "C", "C", "O", "C", "C", "C", "O", "O", "O", "H", "H", "C", "C", "C", "C", "C", "C", "N", "O", "C", "C", "C", "H", "H", "H", "H", "H", "H", "H", "H", "H", "H", "H", "H", "H", "H", "H", "H", "H", "H", "C", "C", "O", "C", "H", "H", "H", "H", "H", "H", "C", "C", "O", "C", "H", "H", "H", "H", "H", "H"], "positions_angstrom": [[-13.50, 20.77, 7.80], [-15.12, 17.54, 9.78], [-14.76, 18.71, 9.16], [-15.52, 20.01, 9.56], [-15.20, 21.09, 8.98], [-16.32, 19.96, 10.66], [-16.72, 18.77, 11.32], [-15.98, 17.48, 10.91], [-16.13, 16.45, 11.56], [-17.48, 18.75, 12.29], [-13.85, 18.82, 8.26], [-14.65, 16.63, 9.40], [-16.74, 20.93, 10.94], [-14.28, 26.49, 6.98], [-15.26, 26.51, 5.98], [-15.74, 25.10, 5.44], [-16.69, 25.08, 4.65], [-15.11, 23.93, 5.94], [-14.09, 23.95, 6.91], [-13.67, 25.30, 7.47], [-12.81, 25.33, 8.37], [-13.48, 22.91, 7.26], [-15.84, 27.50, 5.52], [-14.07, 27.43, 7.47], [-15.48, 22.97, 5.62], [-11.73, 20.52, 11.81], [-11.58, 21.83, 10.95], [-10.82, 22.86, 11.78], [-9.33, 22.48, 11.92], [-8.72, 22.22, 10.54], [-9.53, 21.29, 9.62], [-10.91, 21.65, 9.70], [-11.67, 21.04, 8.71], [-9.17, 19.82, 9.95], [-9.02, 21.62, 8.21], [-12.98, 22.40, 10.74], [-11.50, 19.60, 11.29], [-12.73, 20.45, 12.24], [-11.09, 20.56, 12.71], [-11.25, 23.02, 12.78], [-10.82, 23.85, 11.31], [-9.23, 21.63, 12.60], [-8.86, 23.32, 12.45], [-7.68, 21.91, 10.73], [-8.66, 23.22, 10.09], [-9.38, 19.53, 10.97], [-8.12, 19.63, 9.71], [-9.76, 19.17, 9.28], [-9.76, 21.35, 7.46], [-8.11, 21.03, 8.03], [-8.79, 22.67, 8.10], [-13.43, 22.81, 11.65], [-13.71, 21.66, 10.41], [-12.94, 23.15, 9.94], [-10.75, 20.22, 4.23], [-11.23, 19.87, 5.61], [-12.24, 20.34, 6.07], [-10.44, 18.84, 6.37], [-10.00, 19.52, 3.87], [-10.44, 21.26, 4.18], [-11.63, 20.18, 3.58], [-10.15, 18.00, 5.72], [-11.02, 18.44, 7.20], [-9.50, 19.28, 6.69], [-16.89, 20.39, 4.87], [-15.48, 19.99, 5.25], [-14.95, 20.54, 6.17], [-14.79, 18.90, 4.48], [-16.94, 21.43, 4.56], [-17.47, 20.33, 5.80], [-17.37, 19.62, 4.25], [-14.18, 18.30, 5.15], [-14.21, 19.30, 3.65], [-15.55, 18.24, 4.03]], "lowdin_spin": [3.736, 0.003, 0.004, 0.004, 0.037, 0.003, 0.002, 0.001, 0.002, 0.004, 0.032, 0.000, 0.000, 0.000, 0.000, 0.000, -0.001, 0.000, 0.003, 0.001, 0.000, 0.026, 0.000, 0.000, 0.000, 0.000, 0.001, 0.000, 0.000, 0.001, 0.002, 0.014, 0.074, 0.000, 0.001, 0.000, 0.000, 0.000, 0.000, 0.000, 0.000, 0.000, 0.000, 0.000, 0.000, 0.000, 0.000, 0.000, 0.000, 0.000, 0.000, 0.000, 0.000, 0.000, 0.000, -0.001, 0.017, -0.001, 0.000, 0.000, 0.000, 0.000, 0.000, 0.000, 0.001, 0.003, 0.026, 0.000, 0.000, 0.000, 0.000, 0.000, 0.000, 0.000], "e_above_lowest_kcal_mol": 0.0, "gap_ev": [4.2, 4.2], "total_charge": -3, "spin_multiplicity": 5, "e_tot_ha": -3195.255990}

***

[2]
{"formula": "C27H34GaN6O5", "method": "wB97M-V/def2-TZVPD", "elements": ["Ga", "C", "C", "O", "C", "C", "C", "N", "N", "C", "O", "C", "C", "C", "C", "C", "C", "H", "H", "H", "H", "H", "H", "H", "H", "H", "H", "H", "H", "C", "C", "C", "O", "C", "H", "H", "H", "H", "H", "H", "H", "H", "O", "C", "N", "C", "O", "C", "C", "C", "C", "N", "C", "H", "H", "H", "H", "H", "H", "H", "H", "C", "N", "C", "C", "N", "C", "H", "H", "H", "H", "H", "H"], "positions_angstrom": [[0.56, -0.88, 0.98], [4.03, -2.55, 2.73], [2.54, -2.43, 2.51], [2.20, -1.68, 1.50], [1.66, -3.03, 3.37], [0.29, -2.70, 3.44], [-0.47, -3.02, 4.68], [-0.30, -2.01, 2.49], [-1.52, -1.47, 2.73], [-1.54, -0.20, 2.44], [-0.48, 0.45, 2.03], [-2.81, 0.52, 2.53], [-2.86, 1.87, 2.21], [-4.06, 2.55, 2.24], [-5.23, 1.89, 2.59], [-5.18, 0.54, 2.90], [-3.99, -0.15, 2.88], [4.37, -1.62, 3.21], [4.55, -2.63, 1.78], [4.28, -3.39, 3.37], [2.07, -3.64, 4.16], [0.07, -3.74, 5.29], [-1.45, -3.41, 4.42], [-0.63, -2.12, 5.27], [-1.94, 2.38, 1.96], [-4.09, 3.60, 1.98], [-6.17, 2.42, 2.61], [-6.09, 0.02, 3.16], [-3.94, -1.19, 3.15], [3.91, 1.11, -1.31], [3.31, 0.46, -2.56], [2.26, -0.52, -1.99], [2.16, -0.26, -0.60], [3.46, 0.19, -0.19], [3.50, 2.11, -1.18], [5.00, 1.18, -1.36], [4.05, -0.07, -3.15], [2.84, 1.20, -3.19], [2.57, -1.56, -2.13], [1.28, -0.37, -2.44], [4.12, -0.68, -0.10], [3.36, 0.67, 0.78], [1.68, 6.43, -2.63], [1.26, 5.59, -3.65], [0.28, 4.61, -3.18], [0.72, 3.64, -2.34], [1.89, 3.53, -2.04], [-0.30, 2.65, -1.86], [-1.60, 2.50, -2.32], [-2.38, 1.48, -1.79], [-1.81, 0.60, -0.88], [-0.53, 0.69, -0.51], [0.17, 1.72, -0.93], [2.24, 5.93, -2.03], [2.09, 5.01, -4.08], [0.79, 6.21, -4.41], [-0.70, 4.83, -3.23], [-2.02, 3.15, -3.08], [-3.40, 1.36, -2.11], [-2.40, -0.19, -0.44], [1.19, 1.81, -0.56], [-1.93, -3.40, -3.36], [-1.16, -3.25, -2.15], [-0.78, -4.21, -1.25], [-0.14, -3.55, -0.24], [-0.14, -2.22, -0.51], [-0.75, -2.07, -1.67], [-2.08, -4.46, -3.58], [-1.40, -2.93, -4.19], [-2.90, -2.92, -3.24], [-0.98, -5.25, -1.40], [0.30, -3.93, 0.66], [-0.92, -1.16, -2.19]], "lowdin_charge": [0.617, 0.000, -0.386, -0.061, -0.012, -0.285, -0.009, -0.015, 0.089, -0.437, -0.052, -0.160, -0.033, -0.076, -0.079, -0.073, -0.023, 0.098, 0.083, 0.085, 0.111, 0.081, 0.087, 0.098, 0.114, 0.104, 0.105, 0.105, 0.108, -0.131, -0.122, -0.168, -0.250, -0.171, 0.089, 0.120, 0.115, 0.103, 0.136, 0.105, 0.131, 0.136, -0.013, -0.249, 0.105, -0.430, 0.064, -0.068, 0.020, -0.015, -0.127, 0.048, -0.038, 0.092, 0.135, 0.135, 0.135, 0.118, 0.118, 0.132, 0.129, 0.009, -0.103, -0.013, -0.072, 0.061, -0.137, 0.102, 0.103, 0.104, 0.131, 0.116, 0.128], "e_above_lowest_kcal_mol": 37.2, "gap_ev": 7.5, "total_charge": 1, "e_tot_ha": -3678.659392}

***

[3]
{"formula": "C27H34IN10OPS6Sr", "method": "wB97M-V/def2-TZVPD", "elements": ["Sr", "C", "C", "S", "C", "C", "S", "C", "C", "S", "C", "C", "S", "H", "H", "H", "H", "H", "H", "H", "H", "H", "H", "H", "H", "H", "H", "H", "H", "S", "C", "C", "N", "C", "S", "C", "N", "I", "C", "C", "N", "N", "C", "H", "H", "H", "C", "C", "O", "H", "H", "H", "N", "C", "C", "C", "N", "C", "N", "C", "N", "C", "N", "C", "N", "C", "P", "C", "C", "H", "H", "H", "H", "H", "H", "H", "H", "H", "H", "H", "H"], "positions_angstrom": [[-0.44, -0.78, -1.39], [0.82, 2.04, 3.98], [-0.41, 2.76, 3.42], [-1.46, 1.68, 2.42], [-2.42, 2.96, 1.57], [-1.66, 3.64, 0.43], [-1.63, 2.54, -1.01], [-0.41, 3.36, -2.06], [0.93, 3.74, -1.42], [1.68, 2.47, -0.36], [2.14, 3.55, 1.03], [2.83, 2.77, 2.14], [1.96, 1.31, 2.79], [0.51, 1.21, 4.61], [1.38, 2.73, 4.61], [-0.10, 3.62, 2.81], [-0.99, 3.15, 4.27], [-2.75, 3.70, 2.31], [-3.31, 2.46, 1.19], [-0.64, 3.86, 0.74], [-2.15, 4.58, 0.16], [-0.85, 4.26, -2.49], [-0.26, 2.65, -2.87], [0.81, 4.64, -0.81], [1.62, 3.97, -2.23], [1.26, 4.07, 1.41], [2.84, 4.31, 0.67], [3.05, 3.44, 2.98], [3.78, 2.39, 1.78], [-1.91, 0.38, -3.74], [-0.75, 1.10, -4.82], [-1.31, 1.72, -5.99], [-1.78, 2.20, -6.92], [0.61, 1.14, -4.64], [1.49, 0.49, -3.28], [1.41, 1.80, -5.63], [2.08, 2.33, -6.41], [-6.85, 1.29, 0.04], [-5.01, 0.35, 0.13], [-4.43, -0.20, 1.24], [-3.24, -0.67, 0.84], [-3.02, -0.46, -0.46], [-4.10, 0.17, -0.92], [-4.75, -0.27, 2.27], [-2.48, -1.09, 1.37], [-4.15, 0.47, -1.95], [-0.98, -4.83, -1.96], [-0.59, -3.39, -1.67], [0.58, -3.24, -1.24], [-0.16, -5.53, -1.76], [-1.30, -4.90, -3.00], [-1.85, -5.08, -1.35], [-0.52, -1.56, 1.32], [-0.28, -1.97, 2.38], [0.00, -2.48, 3.66], [0.18, -3.86, 3.86], [0.32, -4.99, 4.04], [-0.01, -1.60, 4.76], [-0.01, -0.90, 5.68], [4.66, -3.64, -0.26], [4.79, -2.74, -1.41], [5.71, -1.67, -1.06], [5.35, -0.93, 0.15], [5.20, -1.89, 1.24], [4.26, -2.97, 0.98], [2.88, -2.47, 0.89], [2.63, -1.23, -0.47], [3.48, -2.20, -1.81], [4.11, -0.18, -0.05], [5.63, -4.11, -0.09], [3.92, -4.41, -0.50], [5.78, -0.97, -1.89], [6.70, -2.12, -0.90], [4.88, -1.36, 2.14], [6.18, -2.34, 1.43], [2.61, -2.01, 1.84], [2.20, -3.30, 0.71], [3.60, -1.55, -2.68], [2.82, -3.02, -2.09], [3.89, 0.37, 0.87], [4.25, 0.56, -0.84]], "lowdin_charge": [0.826, -0.546, -0.531, 0.846, -0.539, -0.532, 0.811, -0.527, -0.512, 0.812, -0.545, -0.549, 0.825, 0.021, 0.074, 0.049, 0.077, 0.075, 0.047, 0.025, 0.082, 0.083, 0.001, 0.063, 0.078, 0.040, 0.079, 0.074, 0.055, 0.454, -0.823, -0.322, 0.116, -0.812, 0.458, -0.324, 0.115, 0.805, -0.790, -0.174, -0.017, -0.028, -0.238, 0.117, 0.084, 0.074, -0.157, -0.443, -0.285, 0.052, 0.051, 0.049, 0.121, -0.222, -0.288, -0.264, 0.101, -0.258, 0.110, -0.203, -0.154, -0.211, -0.154, -0.210, -0.150, -0.326, 0.943, -0.329, -0.346, 0.116, 0.127, 0.124, 0.115, 0.122, 0.116, 0.074, 0.078, 0.059, 0.074, 0.035, 0.079], "e_above_lowest_kcal_mol": 0.0, "gap_ev": 5.1, "total_charge": -2, "e_tot_ha": -4731.069391}

***

[4]
{"formula": "C27H34N4O6S", "method": "wB97M-V/def2-TZVPD", "elements": ["C", "C", "H", "H", "O", "C", "O", "N", "C", "H", "C", "H", "H", "C", "N", "C", "O", "C", "C", "C", "C", "C", "C", "C", "O", "N", "C", "C", "C", "C", "C", "C", "H", "H", "S", "O", "O", "N", "C", "C", "H", "H", "H", "H", "H", "C", "C", "H", "H", "H", "H", "H", "H", "H", "H", "H", "H", "H", "C", "H", "H", "C", "H", "C", "H", "H", "H", "H", "H", "H", "H", "H"], "positions_angstrom": [[-2.20, -6.03, 1.27], [-2.60, -5.42, -0.06], [-1.72, -5.15, -0.65], [-3.20, -6.11, -0.66], [-3.36, -4.24, 0.20], [-3.83, -3.61, -0.90], [-3.63, -4.00, -2.03], [-4.59, -2.53, -0.60], [-4.76, -2.00, 0.73], [-4.36, -2.72, 1.45], [-4.05, -0.65, 0.87], [-4.23, -0.24, 1.86], [-2.98, -0.78, 0.72], [-4.58, 0.31, -0.21], [-3.96, 1.61, -0.11], [-2.64, 1.85, -0.21], [-1.80, 0.98, -0.37], [-2.44, 3.32, -0.09], [-3.71, 3.89, 0.08], [-3.91, 5.24, 0.22], [-2.80, 6.07, 0.21], [-1.54, 5.52, 0.05], [-1.31, 4.15, -0.11], [0.14, 3.79, -0.27], [0.98, 4.67, -0.21], [0.42, 2.48, -0.47], [1.66, 1.89, -0.68], [2.85, 2.61, -0.79], [4.04, 1.94, -1.00], [4.05, 0.56, -1.09], [2.88, -0.16, -0.99], [1.68, 0.50, -0.79], [0.76, -0.05, -0.72], [2.91, -1.24, -1.10], [5.61, -0.31, -1.26], [6.61, 0.62, -1.69], [5.39, -1.50, -2.03], [5.99, -0.79, 0.29], [5.33, -1.96, 0.81], [6.27, -2.82, 1.63], [7.13, -3.10, 1.03], [5.76, -3.73, 1.95], [6.62, -2.29, 2.51], [4.99, -2.52, -0.07], [4.45, -1.67, 1.41], [6.33, 0.29, 1.19], [7.83, 0.55, 1.19], [8.37, -0.33, 1.51], [8.07, 1.38, 1.86], [8.14, 0.81, 0.18], [5.99, 0.02, 2.20], [5.80, 1.20, 0.89], [4.97, 2.47, -1.11], [2.84, 3.69, -0.71], [-0.36, 1.81, -0.46], [-0.67, 6.16, 0.03], [-2.91, 7.13, 0.32], [-4.90, 5.65, 0.35], [-4.75, 2.81, 0.07], [-5.46, 2.94, -0.76], [-5.32, 2.78, 1.00], [-4.37, -0.31, -1.59], [-4.76, 0.34, -2.37], [-5.06, -1.67, -1.66], [-4.85, -2.17, -2.61], [-6.15, -1.54, -1.55], [-3.30, -0.44, -1.76], [-5.66, 0.46, -0.05], [-5.83, -1.88, 0.92], [-3.09, -6.29, 1.84], [-1.61, -5.32, 1.84], [-1.61, -6.92, 1.10]], "lowdin_charge": [-0.065, -0.226, 0.128, 0.127, -0.012, -0.537, 0.096, -0.039, -0.130, 0.125, -0.100, 0.125, 0.118, -0.270, -0.008, -0.343, 0.051, 0.003, -0.140, -0.016, -0.046, -0.005, -0.032, -0.392, 0.062, 0.155, -0.194, 0.015, -0.056, -0.276, -0.053, 0.005, 0.113, 0.114, 0.667, -0.277, -0.286, -0.260, -0.275, -0.072, 0.081, 0.073, 0.067, 0.103, 0.122, -0.254, -0.072, 0.071, 0.073, 0.062, 0.122, 0.104, 0.115, 0.102, 0.083, 0.118, 0.110, 0.117, -0.072, 0.145, 0.145, -0.097, 0.124, -0.128, 0.126, 0.131, 0.123, 0.154, 0.130, 0.076, 0.076, 0.077], "e_above_lowest_kcal_mol": 0.0, "gap_ev": 8.2, "e_tot_ha": -2118.004633}